# 1
DFT (ωB97M-V/def2-TZVPD) results for 2 unconnected molecules or ions with the total composition C5H6INO in a non-equilibrium geometry.

Geometry as ORCA input:
```
! wB97M-V def2-TZVPD RIJCOSX def2/J DEFGRID3
* xyz 0 1
C -1.3194 0.9768 0.1382
C -0.8976 0.5026 -1.0219
C -0.4940 1.1235 1.2129
C 0.4566 0.2119 -1.1261
C 1.2692 0.3168 0.0000
N 0.7867 0.7897 1.1433
O 0.5305 -2.1271 0.3610
I 3.2960 0.0950 -0.1323
H -2.3167 1.3729 0.3209
H -1.5525 0.4574 -1.8177
H -0.7309 1.4394 2.2136
H 0.2686 -2.5967 1.1539
H 0.7701 -0.2361 -2.0453
H -0.0666 -2.3262 -0.4006
*
```

The total energy is -621.7832 a.u. The calculation puts the orbital gap at 0.3434 hartree. Its SMILES is Ic1ccccn1.O. The calculation puts the largest force on an atom at 4.6 eV Å⁻¹.



# 2
DFT (ωB97M-V/def2-TZVPD) results for a molecular structure, CH3N4 in a non-equilibrium geometry.

Geometry as ORCA input:
```
! wB97M-V def2-TZVPD RIJCOSX def2/J DEFGRID3
* xyz 1 3
C -0.4749 -0.1664 0.1902
N -1.1718 0.3927 1.2388
N -0.8428 1.3912 0.5111
N -0.8219 0.7527 -0.7403
N 1.2456 -0.8245 0.1120
H -0.2777 1.1436 -1.4537
H 1.1828 -1.3543 1.0176
H 1.1607 -1.3350 -0.8758
*
```

The total energy is -258.2744 a.u. The calculation puts the orbital gap (spin up / spin down) at 0.2897 / 0.2568 hartree. The calculation puts the largest force on an atom at 7.3 eV Å⁻¹.



# 3
DFT (ωB97M-V/def2-TZVPD) results for 2 unconnected molecules or ions with the total composition C5H11N2O5S in a non-equilibrium geometry.

Geometry as ORCA input:
```
! wB97M-V def2-TZVPD RIJCOSX def2/J DEFGRID3
* xyz -1 1
C -0.5524 0.0578 -2.7431
C -0.6245 1.3426 -0.0524
C -1.5644 -0.8504 0.0724
C 0.2370 -0.4105 -1.4582
C 0.5287 -0.5788 1.0564
N 0.3710 -1.8392 1.4810
N -0.3182 -0.1532 0.0067
O -1.7036 0.2399 -2.5490
O 1.0840 -0.1478 3.6524
O 0.1507 0.0353 -3.6833
O 0.7613 1.8599 2.2905
O -1.0811 0.4581 2.8076
S 0.3884 0.5195 2.5894
H 0.2038 1.9856 -0.0369
H -1.2106 1.4183 -1.0291
H -1.3225 1.5301 0.7849
H -1.4085 -1.8913 -0.2755
H -2.0226 -0.7555 1.0439
H -2.2730 -0.3082 -0.5454
H 1.2886 -0.0449 -1.2727
H 0.3997 -1.3915 -1.7649
H 2.5767 -0.3834 0.4169
H 0.7368 -2.1058 2.4056
H 0.0656 -2.6049 0.9127
*
```

The total energy is -1080.9019 a.u. The calculation puts the orbital gap (spin up / spin down) at 0.2788 / 0.3088 hartree. The calculation puts the largest force on an atom at 5.8 eV Å⁻¹.



What is the formula in the second record?
CH3N4